No. 1
{"formula": "C44H37Br2N7OP2SV", "method": "the ωB97M-V functional and the def2-TZVPD basis", "elements": ["Br", "Br", "V", "S", "P", "P", "O", "N", "N", "N", "N", "N", "N", "N", "C", "C", "C", "C", "C", "C", "C", "C", "C", "C", "C", "C", "C", "C", "C", "C", "C", "C", "C", "C", "C", "C", "C", "C", "C", "C", "C", "C", "C", "C", "C", "C", "C", "C", "C", "C", "C", "C", "C", "C", "C", "C", "C", "C", "H", "H", "H", "H", "H", "H", "H", "H", "H", "H", "H", "H", "H", "H", "H", "H", "H", "H", "H", "H", "H", "H", "H", "H", "H", "H", "H", "H", "H", "H", "H", "H", "H", "H", "H", "H", "H"], "coordinates": [[-0.4876, 2.7266, -4.2225], [0.8575, -1.9977, -6.9844], [0.5157, 0.0585, -0.1666], [-6.3085, 1.2206, 3.7598], [2.0998, 2.0300, -0.5155], [2.9231, -0.8117, 0.0711], [0.0791, 0.8918, -1.7731], [-6.2496, 0.8938, 2.1847], [0.6963, -1.5967, -1.6799], [-2.5960, 1.2726, -0.9800], [-4.7825, 1.6709, 4.0067], [-1.0417, -1.2731, 0.6981], [-0.8590, 1.6152, 1.1559], [-0.9769, -1.5587, 1.9076], [-1.9705, 2.4200, 3.6051], [-4.1631, 1.5585, 2.8440], [2.0183, 0.0328, 4.2363], [0.6641, -3.6148, -0.2740], [0.0930, -1.3294, 3.9765], [0.9224, -3.7243, -2.7411], [-5.3150, 0.8324, -0.6595], [-2.2060, 1.5389, 1.3601], [-4.0043, -3.4433, 0.0232], [0.0951, 0.9445, -4.1699], [-3.3908, 1.1264, -2.0218], [0.9532, -3.1749, -3.9878], [6.1036, 1.3293, 1.5373], [3.6410, 1.8546, 0.3882], [3.7085, -1.4402, -1.4520], [0.0908, -1.0213, 2.6127], [-2.1401, -1.9232, 0.0137], [0.7729, -2.9178, -1.5902], [0.2936, 0.3242, -2.9564], [3.3061, -2.1385, 1.2725], [2.6898, 2.1288, -2.2321], [-3.1187, 1.2248, 0.2426], [4.0550, 0.5342, 0.5605], [0.2937, 0.2404, -5.3711], [-2.7594, 1.8417, 2.6140], [0.6304, -1.0858, -5.3541], [-4.1599, -3.2719, -1.3477], [-0.1526, 2.2267, 2.1058], [-0.6560, 2.6834, 3.3144], [-2.3170, -1.7304, -1.3497], [4.4456, 2.9092, 0.8025], [-4.4902, 1.0195, 0.4511], [1.0570, -0.1992, 1.9983], [-4.7620, 0.8971, -1.9172], [5.6737, 2.6413, 1.3917], [-3.0019, -2.7794, 0.7049], [0.6348, -1.0459, -2.9392], [0.7682, -1.7821, -4.1248], [1.0719, -0.8109, 4.7977], [-3.3170, -2.4090, -2.0288], [2.0024, 0.3294, 2.8748], [-5.0041, 1.1118, 1.7990], [5.3004, 0.2756, 1.1218], [1.4169, 3.6980, -0.3017], [2.7846, 0.4772, 4.8599], [7.0667, 1.1238, 1.9851], [4.0318, -2.8267, 0.8377], [0.6214, -2.9261, 0.5589], [3.3780, -2.4585, -1.6518], [-2.4156, 2.6705, 4.5593], [1.4950, -4.3081, -0.1354], [2.7553, 1.0211, 2.5297], [1.8982, 2.5419, -2.8534], [-3.4444, -2.2497, -3.0920], [0.4011, 3.6861, -0.7000], [0.9038, 2.3145, 1.9328], [-4.9417, -3.8014, -1.8757], [1.0708, -3.7942, -4.8670], [-4.6673, -4.1044, 0.5650], [6.3004, 3.4564, 1.7281], [0.0026, 3.1705, 4.0196], [-2.9163, 1.1793, -2.9993], [1.3931, 4.0189, 0.7358], [-0.2547, -4.2070, -0.2700], [2.4212, -2.6890, 1.5680], [-6.3752, 0.6740, -0.5094], [4.1226, 3.9344, 0.6677], [-2.8798, -2.9271, 1.7664], [-0.6930, -1.9672, 4.3603], [0.1553, 0.7531, -6.3131], [-1.7006, -1.0269, -1.8798], [2.9890, 1.1605, -2.6279], [4.7891, -1.4462, -1.3039], [-5.3688, 0.7866, -2.8053], [1.0018, -4.7945, -2.6059], [1.0887, -1.0410, 5.8539], [3.4758, -0.8246, -2.3190], [5.6497, -0.7407, 1.2598], [3.5506, 2.7980, -2.2593], [3.7221, -1.6898, 2.1708], [2.0150, 4.4035, -0.8796]], "lumo_ev": [-6.97, -6.29], "total_charge": 2, "spin_multiplicity": 2, "orbital_gap_ev": [6.3, 6.9]}

No. 2
{"formula": "C2H3N3O", "method": "the ωB97M-V functional and the def2-TZVPD basis", "elements": ["O", "N", "N", "N", "C", "C", "H", "H", "H"], "coordinates": [[0.7475, 0.6404, -0.1738], [1.2375, 0.0394, 1.0147], [-0.8378, 0.4834, -1.7083], [0.2980, -0.7701, 1.3453], [-0.4195, 0.1898, -0.4260], [-0.7645, -0.7669, 0.5015], [-0.3681, 1.1561, -2.2953], [-1.8024, 0.3247, -1.9834], [-1.5898, -1.4107, 0.6529]], "lumo_ev": 0.67, "orbital_gap_ev": 9.7}

No. 3
{"formula": "C22H28IrN5O5S", "method": "the ωB97M-V functional and the def2-TZVPD basis", "elements": ["Ir", "S", "O", "O", "O", "O", "O", "N", "N", "N", "N", "N", "C", "C", "C", "C", "C", "C", "C", "C", "C", "C", "C", "C", "C", "C", "C", "C", "C", "C", "C", "C", "C", "C", "H", "H", "H", "H", "H", "H", "H", "H", "H", "H", "H", "H", "H", "H", "H", "H", "H", "H", "H", "H", "H", "H", "H", "H", "H", "H", "H", "H"], "coordinates": [[0.5662, 0.0158, -0.5678], [0.6236, 0.7285, 1.9353], [0.9625, -2.1441, -0.3482], [2.7011, -6.4816, 0.2359], [2.8540, -0.1935, -0.7325], [1.2378, 2.2319, -0.5565], [0.1377, 3.9890, -1.3596], [0.9683, 0.4318, -2.9749], [-1.4046, -0.9186, -1.5601], [-0.2048, 3.2240, 2.4232], [-1.3494, 1.2455, -0.1481], [-1.2490, 2.2201, 0.7041], [3.3349, -2.3733, 0.0087], [1.5916, 2.8072, -2.8368], [0.9173, 3.0576, -1.4484], [-3.4474, -0.3060, -2.6143], [2.8315, -5.1536, 0.1293], [-2.1863, 1.2845, -1.1456], [4.1466, -4.6475, 0.2176], [4.3709, -3.2945, 0.1822], [-2.3416, 0.0094, -1.8235], [-3.6066, -1.6015, -3.0687], [1.7867, -4.2734, -0.0507], [-2.6674, -2.5608, -2.7216], [0.7846, 1.7502, -3.5791], [3.5913, -0.9466, -0.0879], [-1.5701, -2.1611, -1.9717], [4.7708, -0.3414, 0.6214], [2.0333, 4.1810, 2.6101], [-0.3174, 2.1648, 1.6369], [1.4051, -7.0363, 0.3265], [0.8829, 3.4846, 3.3348], [-2.9205, 2.5357, -1.4788], [1.9878, -2.8728, -0.1446], [0.4939, 4.1140, 4.1377], [-0.2806, 2.0021, -3.5535], [5.3889, -2.9449, 0.2460], [-0.7448, 4.0278, 2.1279], [0.8395, -6.5656, 1.1331], [-3.6006, 2.8036, -0.6710], [2.6089, 2.4562, -2.6635], [1.2138, 2.5330, 3.7547], [1.6016, 3.7461, -3.3881], [2.4385, 3.5300, 1.8384], [0.8591, -6.9406, -0.6154], [0.4834, -0.2771, -3.5157], [4.9581, -5.3468, 0.3223], [1.1042, 1.7376, -4.6309], [4.3885, 0.1747, 1.5029], [-4.4599, -1.8651, -3.6750], [2.8183, 4.4272, 3.3173], [5.2265, 0.4104, -0.0177], [1.5518, -8.0885, 0.5527], [-0.7939, -2.8533, -1.6815], [1.9591, 0.2047, -2.9722], [-3.4694, 2.4705, -2.4125], [5.5114, -1.0604, 0.9455], [-2.7852, -3.5864, -3.0281], [-4.1814, 0.4497, -2.8311], [0.7701, -4.6148, -0.1476], [-2.1804, 3.3379, -1.5338], [1.6931, 5.0994, 2.1365]], "lumo_ev": [-5.39, -4.95], "total_charge": 1, "spin_multiplicity": 2, "orbital_gap_ev": [5.3, 5.7]}

No. 4
{"formula": "C2H6N2S2", "method": "the ωB97M-V functional and the def2-TZVPD basis", "elements": ["S", "S", "N", "N", "C", "C", "H", "H", "H", "H", "H", "H"], "coordinates": [[3.6485, 1.2017, -0.0706], [2.3719, -1.6590, -0.0250], [0.3222, 1.2199, 0.2039], [-0.5733, 0.5830, -0.3997], [-1.4582, -0.4823, 0.0827], [2.5303, -0.0872, 0.1199], [-0.8925, -1.1545, 0.5741], [-2.2007, -0.1311, 0.7160], [-0.9360, 1.0845, -1.2038], [4.7697, 0.6892, -0.7284], [0.2565, 0.8191, 1.1307], [-1.9014, -0.8830, -0.7330]], "lumo_ev": [0.23, -0.27], "orbital_gap_ev": [7.5, 6.6]}

No. 5
{"formula": "C45H36Br4NO5P3V", "method": "the ωB97M-V functional and the def2-TZVPD basis", "elements": ["Br", "Br", "Br", "Br", "V", "P", "P", "P", "O", "O", "O", "O", "O", "N", "C", "C", "C", "C", "C", "C", "C", "C", "C", "C", "C", "C", "C", "C", "C", "C", "C", "C", "C", "C", "C", "C", "C", "C", "C", "C", "C", "C", "C", "C", "C", "C", "C", "C", "C", "C", "C", "C", "C", "C", "C", "C", "C", "C", "C", "H", "H", "H", "H", "H", "H", "H", "H", "H", "H", "H", "H", "H", "H", "H", "H", "H", "H", "H", "H", "H", "H", "H", "H", "H", "H", "H", "H", "H", "H", "H", "H", "H", "H", "H", "H"], "coordinates": [[4.5055, -2.1641, -0.7542], [4.4707, -3.3303, -3.8808], [1.5721, -3.5613, -5.4875], [-1.2165, -2.5150, -3.9127], [-0.2649, -0.8321, 0.6240], [1.0435, 1.5059, -0.5911], [-2.8000, -0.7772, 0.4628], [-0.6177, 2.2874, 1.7854], [1.6689, -1.4326, 0.1231], [0.1420, -0.9946, 2.3348], [-3.8597, 1.9903, -1.8930], [-2.0928, 1.6224, -0.5548], [-0.5314, -1.4881, -1.1590], [0.8667, 2.3437, 0.9134], [0.4348, 4.0503, -1.6830], [0.9009, 2.5349, 6.1512], [1.7660, 2.1419, 5.1437], [0.0308, 2.4636, 3.4915], [-5.0441, 1.5090, 3.7899], [-0.0087, 4.8634, -2.7138], [0.1853, 2.1245, -3.0976], [0.8336, -1.6830, 3.3408], [-1.2465, 3.9940, 1.5394], [3.5616, 1.8985, -1.7905], [1.3317, 2.1046, 3.8229], [-0.4687, 5.1053, 1.8610], [-2.5935, -3.5448, 0.4024], [-0.8332, 2.8554, 4.5147], [4.9504, 1.8775, -1.7960], [-0.2465, 2.9389, -4.1329], [2.9117, -2.2756, -1.7519], [-2.1943, 6.5715, 1.0703], [2.8609, 1.5499, -0.6437], [2.8615, -2.7759, -3.0575], [-3.9006, 0.7729, 4.0742], [-4.8095, -2.7429, 0.8335], [-2.9816, 5.4743, 0.7645], [-2.5103, 4.1873, 0.9970], [0.4794, -2.4391, -3.1064], [-0.4043, 2.8922, 5.8292], [-5.2773, -4.0456, 0.8582], [1.6540, -2.8688, -3.7344], [-4.8624, 0.8823, 1.4731], [-0.3467, 4.3081, -3.9406], [-3.4596, -0.1985, -1.1020], [0.5401, -1.9076, -1.8399], [3.5656, 1.1595, 0.4914], [5.6464, 1.5204, -0.6525], [1.7459, -1.8559, -1.1134], [4.9488, 1.1593, 0.4932], [-3.2404, 0.1034, 3.0587], [-3.0595, -4.8521, 0.4227], [-0.9311, 6.3882, 1.6235], [-3.0787, 1.2807, -1.2503], [-3.7178, 0.1397, 1.7500], [0.5326, 2.6777, -1.8688], [-3.4635, -2.4768, 0.6060], [-5.5180, 1.5662, 2.4884], [-4.4042, -5.1053, 0.6496], [-0.1069, 5.9294, -2.5508], [-2.9850, -0.7928, -1.8915], [-3.5083, 0.7395, 5.0818], [-2.5615, 7.5711, 0.8746], [-2.3670, -5.6650, 0.2532], [-5.5576, 2.0459, 4.5750], [-6.3265, -4.2372, 1.0406], [-5.5008, -1.9233, 1.0099], [2.0094, 1.7891, 3.0416], [-0.7071, 4.9429, -4.7397], [-0.5335, 2.4925, -5.0758], [5.4803, 0.8510, 1.3847], [-3.9578, 5.6035, 0.3185], [1.7921, -2.0265, 2.9361], [-0.3118, 7.2404, 1.8719], [5.4828, 2.1474, -2.6975], [-6.3962, 2.1536, 2.2579], [3.0253, 0.8296, 1.3698], [-1.8523, 3.1436, 4.2796], [-1.5428, -3.3624, 0.2036], [1.2364, 2.5668, 7.1792], [-4.7695, -6.1223, 0.6606], [0.5080, 4.9702, 2.3155], [0.2319, -2.5399, 3.6598], [-5.2253, 0.9704, 0.4599], [0.6687, 4.4929, -0.7221], [2.7854, 1.8632, 5.3792], [-3.1081, 3.3342, 0.7138], [-1.0894, 3.2046, 6.6070], [1.3897, 3.2145, 0.9861], [0.9931, -0.9943, 4.1778], [6.7285, 1.5123, -0.6564], [-2.3252, -0.4385, 3.2802], [0.2143, 1.0498, -3.2312], [-4.5385, -0.3575, -1.1515], [3.0263, 2.1923, -2.6854]], "lumo_ev": [2.30, 2.30], "total_charge": -1, "spin_multiplicity": 3, "orbital_gap_ev": [7.1, 7.4]}

No. 6
{"formula": "C4H8O", "method": "the ωB97M-V functional and the def2-TZVPD basis", "elements": ["O", "C", "C", "C", "C", "H", "H", "H", "H", "H", "H", "H", "H"], "coordinates": [[0.0975, -1.1792, 0.7976], [0.7349, 0.0771, 0.5314], [2.0396, 0.2498, -0.1461], [-2.0310, -0.0358, 0.0762], [-0.6541, -0.6246, -0.2104], [2.8998, 0.2108, 0.4484], [2.1116, 1.1918, -0.6804], [0.5067, 1.0699, 1.0411], [-2.1731, 0.6612, 0.8676], [2.2197, -0.5200, -0.9498], [-0.5420, -1.0845, -1.1863], [-2.2949, 0.7066, -0.7200], [-2.9146, -0.7231, 0.1307]], "lumo_ev": 1.16, "orbital_gap_ev": 10.1}

For reference, calculated total energy by record: -253881.2279; -8638.3033; -54621.6331; -26817.2162; -392706.7718; -6322.6253 eV.